# C4H6N3

C4H6N3 as an isolated structure at a distorted geometry (ωB97M-V/def2-TZVPD, OMol25).

Results
- Lowest unoccupied orbital energy: -5.5 eV
- Charge: +1
- Relative energy (zero: lowest compared OMol25 entry of this formula, charge and spin): 105.6 kcal/mol
- Multiplicity: 1
- Gap between HOMO and LUMO: 9.24 eV

CARTESIAN COORDINATES (ANGSTROEM)
1 C 1.00 -0.80 0.07
2 C -0.57 0.87 0.13
3 C 0.93 0.80 -0.14
4 C -1.59 -0.75 -0.07
5 N 0.11 -1.63 0.00
6 N -1.27 0.12 1.03
7 N -1.19 0.25 -0.99
8 H 2.11 -0.94 0.16
9 H 1.59 1.27 0.55
10 H 1.19 1.06 -1.17
11 H -2.42 -1.56 -0.06
12 H -0.94 -0.16 1.96
13 H -1.21 0.55 -1.92

---

# C4H6N3

An isolated ion of composition C4H6N3 and charge +1 at a distorted geometry (ωB97M-V/def2-TZVPD, OMol25).

Results
- Lowest unoccupied orbital energy: -4.9 eV
- Charge: +1
- Relative energy (zero: lowest compared OMol25 entry of this formula, charge and spin): 91.2 kcal/mol
- Multiplicity: 1
- SMILES: C#[N+]/N=C\NC=C
- Gap between HOMO and LUMO: 8.89 eV

CARTESIAN COORDINATES (ANGSTROEM)
1 C 2.96 -0.64 -0.53
2 N 2.55 0.32 -0.02
3 N 2.12 1.40 0.52
4 C 0.83 1.62 0.79
5 N -0.34 1.06 0.36
6 C -0.49 -0.16 -0.30
7 C -1.51 -0.95 -0.08
8 H 3.21 -1.53 -1.09
9 H 0.87 2.49 1.51
10 H -1.28 1.23 0.81
11 H 0.31 -0.54 -0.85
12 H -1.66 -1.80 -0.59
13 H -2.40 -0.62 0.55

---

# C4H6N4

C4H6N4 as an isolated structure at a distorted geometry (ωB97M-V/def2-TZVPD, OMol25).

Results
- Lowest unoccupied orbital energy: 0.9 eV
- Relative energy (zero: lowest compared OMol25 entry of this formula, charge and spin): 86.6 kcal/mol
- Multiplicity: 1
- Gap between HOMO and LUMO: 9.81 eV

CARTESIAN COORDINATES (ANGSTROEM)
1 C 1.26 -1.22 -0.15
2 C 0.10 0.23 -0.79
3 C -1.26 0.85 -0.96
4 C -1.15 1.21 0.52
5 H 2.26 -2.60 0.75
6 H -2.07 0.20 -1.37
7 H -1.44 1.71 -1.60
8 H -1.76 0.65 1.28
9 H -1.19 2.23 0.80
10 H 1.64 -0.36 1.49
11 N 2.07 -2.13 -0.14
12 N 0.45 -0.89 -1.29
13 N 0.27 0.65 0.47
14 N 0.82 -0.54 1.00

---

# C4H6N4

One molecule with the formula C4H6N4 at a distorted geometry (ωB97M-V/def2-TZVPD, OMol25).

Results
- Lowest unoccupied orbital energy: -1.3 eV
- Relative energy (zero: lowest compared OMol25 entry of this formula, charge and spin): 90.8 kcal/mol
- Multiplicity: 1
- SMILES: [H]/N=C1\C=NC(CN)=N1
- Gap between HOMO and LUMO: 8.54 eV

CARTESIAN COORDINATES (ANGSTROEM)
1 H -0.47 0.12 -3.46
2 N -1.18 0.23 -2.68
3 C -0.47 0.13 -1.58
4 C 0.84 -0.31 -1.27
5 N 1.18 -0.45 -0.04
6 C -0.15 -0.25 0.58
7 C -0.21 -0.30 2.02
8 N 0.80 0.67 2.43
9 N -1.10 0.28 -0.27
10 H 1.59 -0.44 -1.99
11 H -1.37 -0.22 2.34
12 H 0.13 -1.38 2.45
13 H 1.69 -0.03 2.63
14 H 0.58 1.32 3.41

---

# C4H6N4

C4H6N4 as an isolated structure at a distorted geometry (ωB97M-V/def2-TZVPD, OMol25).

Results
- Lowest unoccupied orbital energy: 0.9 eV
- Relative energy (zero: lowest compared OMol25 entry of this formula, charge and spin): 159.3 kcal/mol
- Multiplicity: 1
- Gap between HOMO and LUMO: 8.62 eV

CARTESIAN COORDINATES (ANGSTROEM)
1 C 1.31 1.25 -0.10
2 C -0.17 -0.68 0.07
3 C -1.49 1.07 -0.06
4 C -0.17 0.72 -0.04
5 H 1.40 1.52 -1.13
6 H 1.93 1.79 0.75
7 H 2.23 0.06 1.21
8 H 1.88 -2.17 -0.40
9 H -3.15 -0.03 0.20
10 H -2.15 2.02 0.32
11 N 2.15 -0.07 0.14
12 N 1.32 -0.99 -0.23
13 N -1.24 -1.32 0.12
14 N -2.09 -0.08 -0.06

---

# C4H6N4O

One molecule with the formula C4H6N4O at a distorted geometry (ωB97M-V/def2-TZVPD, OMol25).

Results
- Lowest unoccupied orbital energy: 0.3 eV
- Relative energy (zero: lowest compared OMol25 entry of this formula, charge and spin): 79.6 kcal/mol
- Multiplicity: 1
- SMILES: C=N/N=C1\CN(O)C=N1
- Gap between HOMO and LUMO: 9.31 eV

CARTESIAN COORDINATES (ANGSTROEM)
1 C -3.54 -0.33 -0.08
2 N -2.30 -0.57 0.03
3 N -1.57 0.61 -0.07
4 C -0.31 0.44 0.02
5 C 0.43 -0.85 0.19
6 N 1.82 -0.34 0.38
7 O 2.75 -0.95 -0.43
8 C 1.74 1.05 0.10
9 N 0.58 1.55 -0.10
10 H -3.96 0.66 -0.17
11 H -4.23 -1.16 -0.04
12 H 0.37 -1.49 -0.72
13 H 0.19 -1.35 1.13
14 H 3.43 -1.17 0.19
15 H 2.70 1.51 -0.02

---

# C4H6N4O

One molecule with the formula C4H6N4O at a distorted geometry (ωB97M-V/def2-TZVPD, OMol25).

Results
- Lowest unoccupied orbital energy: 0.5 eV
- Relative energy (zero: lowest compared OMol25 entry of this formula, charge and spin): 144.6 kcal/mol
- Multiplicity: 1
- SMILES: [H]/N=C\Nn1occ/c1=N/[H]
- Gap between HOMO and LUMO: 9.62 eV

CARTESIAN COORDINATES (ANGSTROEM)
1 H 0.88 0.00 1.39
2 N 1.48 -0.84 0.75
3 C 0.82 -1.63 -0.09
4 N -0.48 -1.41 -0.43
5 N -0.87 -0.14 -0.73
6 O 0.18 0.40 -1.65
7 C 0.52 1.58 -0.91
8 C 0.05 1.85 0.36
9 C -0.90 0.74 0.46
10 N -1.49 0.23 1.49
11 H -2.12 -0.58 1.25
12 H 1.52 -2.54 -0.60
13 H -1.03 -2.32 -0.88
14 H 1.33 1.98 -1.56
15 H 0.12 2.67 1.15

---

# C4H6N4O2

An isolated ion of composition C4H6N4O2 and charge +2 at a distorted geometry (ωB97M-V/def2-TZVPD, OMol25).

Results
- Lowest unoccupied orbital energy (spin up / spin down): -10.8 / -10.8 eV
- Charge: +2
- Relative energy (zero: lowest compared OMol25 entry of this formula, charge and spin): 5.9 kcal/mol
- Multiplicity: 1
- SMILES: [NH2+]=C1N=N/C(=C\[NH+]=C\O)O1
- Gap between HOMO and LUMO (spin up / spin down): 7.92 / 7.92 eV

CARTESIAN COORDINATES (ANGSTROEM)
1 N -3.59 -0.36 0.06
2 C -2.33 -0.19 -0.01
3 N -1.48 -1.33 0.09
4 N -0.32 -0.92 0.05
5 C -0.25 0.38 -0.08
6 C 0.80 1.28 -0.13
7 N 2.12 0.93 -0.15
8 C 2.49 -0.32 0.00
9 O 3.65 -0.76 0.07
10 O -1.59 0.89 -0.09
11 H -3.93 -1.24 0.43
12 H -4.21 0.38 0.09
13 H 0.57 2.35 -0.24
14 H 2.79 1.60 -0.35
15 H 1.54 -0.99 0.21
16 H 3.74 -1.72 0.05

---

# C4H6N5OP

A 2-piece molecular cluster, C4H6N5OP overall at a distorted geometry (ωB97M-V/def2-TZVPD, OMol25).

Results
- Lowest unoccupied orbital energy: -2.0 eV
- Relative energy (zero: lowest compared OMol25 entry of this formula, charge and spin): 42.3 kcal/mol
- Multiplicity: 1
- Gap between HOMO and LUMO: 7.82 eV

CARTESIAN COORDINATES (ANGSTROEM)
1 C 1.38 1.84 -0.99
2 C -2.69 -0.36 2.14
3 C 0.56 0.93 -1.66
4 C 1.16 -0.56 -1.55
5 N 2.01 2.57 -0.36
6 N -2.63 0.08 0.81
7 N -1.54 -0.80 2.49
8 N -1.44 -0.25 0.38
9 N -0.80 -0.73 1.40
10 O 1.84 -0.53 -0.24
11 P 1.53 -1.64 0.84
12 H -3.50 0.00 2.83
13 H -0.39 0.93 -1.28
14 H 0.40 1.19 -2.73
15 H 1.85 -0.62 -2.28
16 H 0.49 -1.33 -1.62
17 H 1.77 -0.74 1.81

---

# C4H6N8

One molecule with the formula C4H6N8 at a distorted geometry (ωB97M-V/def2-TZVPD, OMol25).

Results
- Lowest unoccupied orbital energy: 0.0 eV
- Relative energy (zero: lowest compared OMol25 entry of this formula, charge and spin): 42.4 kcal/mol
- Multiplicity: 1
- SMILES: Nc1nc(N)n2c(N)nnc2n1
- Gap between HOMO and LUMO: 7.84 eV

CARTESIAN COORDINATES (ANGSTROEM)
1 N -1.34 -1.21 -1.51
2 C -1.00 -0.48 -0.49
3 N -0.17 -1.12 0.44
4 C 0.61 -0.25 1.08
5 N 1.19 -0.93 2.16
6 N 0.56 1.08 0.86
7 C 1.42 2.08 1.13
8 N 2.55 2.07 1.89
9 N 1.27 3.18 0.50
10 N 0.17 2.88 -0.31
11 C -0.17 1.62 -0.15
12 N -1.11 0.82 -0.76
13 H -1.59 -0.64 -2.24
14 H -0.62 -1.84 -1.76
15 H 1.22 -0.19 2.87
16 H 0.47 -1.63 2.21
17 H 3.02 2.91 1.69
18 H 3.04 1.17 1.92

---

# C4H6NO

An isolated ion of composition C4H6NO and charge +1 at a distorted geometry (ωB97M-V/def2-TZVPD, OMol25).

Results
- Lowest unoccupied orbital energy: -7.9 eV
- Charge: +1
- Relative energy (zero: lowest compared OMol25 entry of this formula, charge and spin): 159.2 kcal/mol
- Multiplicity: 1
- Gap between HOMO and LUMO: 7.19 eV

CARTESIAN COORDINATES (ANGSTROEM)
1 C -0.37 1.15 -1.31
2 C 0.18 -0.10 -0.60
3 C -1.40 1.77 -1.10
4 C 0.45 -1.06 1.52
5 N 0.59 0.15 0.70
6 O 1.49 -0.12 -0.38
7 H 0.53 1.38 -1.91
8 H -0.24 -0.97 -1.03
9 H -2.41 2.10 -0.92
10 H 0.46 -0.89 2.52
11 H -0.48 -1.51 1.20
12 H 1.19 -1.91 1.34

---

# C4H6NO

An isolated ion of composition C4H6NO and charge +1 at a distorted geometry (ωB97M-V/def2-TZVPD, OMol25).

Results
- Lowest unoccupied orbital energy: -4.1 eV
- Charge: +1
- Relative energy (zero: lowest compared OMol25 entry of this formula, charge and spin): 58.9 kcal/mol
- Multiplicity: 1
- SMILES: C#C/C=C(/[NH3+])O
- Gap between HOMO and LUMO: 9.24 eV

CARTESIAN COORDINATES (ANGSTROEM)
1 C 2.60 0.63 1.07
2 C 1.57 0.01 0.93
3 C 0.40 -0.58 0.53
4 C -0.42 0.07 -0.31
5 N -1.69 -0.65 -0.69
6 O -0.42 1.34 -0.75
7 H 3.27 1.34 1.37
8 H 0.24 -1.60 1.05
9 H -2.31 -1.19 0.03
10 H -1.62 -1.33 -1.47
11 H -2.11 0.13 -1.23
12 H 0.48 1.82 -0.53

---

# C4H6NO

C4H6NO as an isolated structure at a distorted geometry (ωB97M-V/def2-TZVPD, OMol25).

Results
- Lowest unoccupied orbital energy: -6.3 eV
- Charge: +1
- Relative energy (zero: lowest compared OMol25 entry of this formula, charge and spin): 84.0 kcal/mol
- Multiplicity: 1
- Gap between HOMO and LUMO: 9.27 eV

CARTESIAN COORDINATES (ANGSTROEM)
1 C 0.66 -1.10 -0.09
2 C 0.73 0.94 0.01
3 C 1.86 0.01 -0.09
4 C -1.66 0.24 0.03
5 N -0.25 0.09 0.12
6 O 3.00 0.12 -0.07
7 H 0.26 -1.81 -0.79
8 H 0.84 -1.74 0.76
9 H 0.53 2.48 0.10
10 H -2.06 -0.44 0.73
11 H -2.01 1.18 0.31
12 H -1.89 0.03 -1.01

---

# C4H6NO

C4H6NO as an isolated structure at a distorted geometry (ωB97M-V/def2-TZVPD, OMol25).

Results
- Lowest unoccupied orbital energy (spin up / spin down): -4.5 / -4.5 eV
- Charge: +1
- Relative energy (zero: lowest compared OMol25 entry of this formula, charge and spin): 110.1 kcal/mol
- Multiplicity: 1
- Gap between HOMO and LUMO (spin up / spin down): 9.49 / 9.49 eV

CARTESIAN COORDINATES (ANGSTROEM)
1 C 2.35 0.12 -0.29
2 C 1.37 0.61 0.51
3 C 1.25 -0.43 -1.01
4 C 0.41 -0.55 0.16
5 N -1.37 0.26 0.05
6 O 0.21 -1.67 0.81
7 H 3.35 0.32 -0.59
8 H 0.96 -0.13 -1.92
9 H -1.72 0.60 0.95
10 H -2.26 -0.20 -0.42
11 H -1.02 1.09 -0.47
12 H 0.09 -1.54 1.86

---

# C4H6NO3

An isolated ion of composition C4H6NO3 and charge -1 at a distorted geometry (ωB97M-V/def2-TZVPD, OMol25).

Results
- Lowest unoccupied orbital energy: 3.7 eV
- Charge: -1
- Relative energy (zero: lowest compared OMol25 entry of this formula, charge and spin): 19.0 kcal/mol
- Multiplicity: 1
- SMILES: CC(=O)NCC(=O)[O-]
- Gap between HOMO and LUMO: 8.37 eV

CARTESIAN COORDINATES (ANGSTROEM)
1 C 1.07 1.20 -1.09
2 C -0.01 0.18 -1.51
3 O -0.33 -0.13 -2.73
4 N -0.53 -0.44 -0.47
5 C -0.07 -0.28 0.90
6 C -0.99 -1.17 1.86
7 O -2.03 -1.67 1.39
8 O -0.41 -1.41 2.91
9 H 1.07 1.38 0.00
10 H 2.09 0.85 -1.40
11 H 0.93 2.08 -1.75
12 H -1.49 -0.85 -0.49
13 H -0.23 0.82 1.28
14 H 0.93 -0.56 1.08

---

# C4H6NO3

A 3-piece molecular cluster, C4H6NO3 overall at a distorted geometry (ωB97M-V/def2-TZVPD, OMol25).

Results
- Lowest unoccupied orbital energy: 0.7 eV
- Charge: -1
- Relative energy (zero: lowest compared OMol25 entry of this formula, charge and spin): 156.4 kcal/mol
- Multiplicity: 1
- Gap between HOMO and LUMO: 5.18 eV

CARTESIAN COORDINATES (ANGSTROEM)
1 C 1.24 -0.04 2.17
2 C 0.90 -1.03 1.22
3 N -0.02 -0.74 0.29
4 C -0.44 0.60 0.14
5 C -1.08 0.83 -1.40
6 O -1.71 -0.05 -1.96
7 O -0.96 2.09 -1.65
8 O 1.44 -2.14 1.41
9 H 2.00 -0.30 2.90
10 H 0.67 0.95 2.26
11 H 1.95 0.69 -1.96
12 H 0.46 1.23 -0.02
13 H -1.07 0.99 0.97
14 H 2.33 0.32 -1.30

---

# C4H6NO3

C4H6NO3 as an isolated structure at a distorted geometry (ωB97M-V/def2-TZVPD, OMol25).

Results
- Lowest unoccupied orbital energy: 3.3 eV
- Charge: -1
- Relative energy (zero: lowest compared OMol25 entry of this formula, charge and spin): 63.1 kcal/mol
- Multiplicity: 1
- Gap between HOMO and LUMO: 7.33 eV

CARTESIAN COORDINATES (ANGSTROEM)
1 O -1.17 0.20 2.32
2 C -1.69 0.04 1.19
3 O -2.91 -0.02 0.90
4 C -0.73 0.16 -0.02
5 C 0.63 -0.51 0.06
6 C 1.52 -0.03 -1.10
7 N 2.42 -0.96 -1.63
8 O 1.68 1.17 -1.23
9 H -1.33 -0.31 -0.81
10 H -0.65 1.22 -0.28
11 H 0.50 -1.59 0.00
12 H 1.20 -0.26 0.96
13 H 3.01 -0.25 -2.09
14 H 1.42 -0.88 -2.14

---

# C4H6NO3

C4H6NO3 as an isolated structure (ωB97M-V/def2-TZVPD, OMol25).

Results
- Lowest unoccupied orbital energy (spin up / spin down): 7.1 / 6.8 eV
- Charge: -2
- Relative energy (zero: lowest compared OMol25 entry of this formula, charge and spin): 35.5 kcal/mol
- Multiplicity: 2
- Gap between HOMO and LUMO (spin up / spin down): 4.63 / 5.84 eV

CARTESIAN COORDINATES (ANGSTROEM)
1 O -3.22 0.45 0.51
2 C -2.25 0.03 -0.17
3 C -0.85 0.38 -0.22
4 C -0.60 -0.50 0.91
5 C 2.60 0.30 0.54
6 O 2.82 -0.27 -0.55
7 O 2.82 -0.10 1.71
8 N -0.15 0.03 -1.41
9 H -2.49 -0.70 -1.00
10 H 2.18 1.34 0.50
11 H -0.29 -1.54 0.83
12 H -0.86 -0.13 1.89
13 H 0.85 0.23 -1.33
14 H -0.56 0.47 -2.22

---

# C4H6NO3S

A 2-piece molecular cluster, C4H6NO3S overall at a distorted geometry (ωB97M-V/def2-TZVPD, OMol25).

Results
- Lowest unoccupied orbital energy (spin up / spin down): 3.7 / 3.8 eV
- Charge: -1
- Relative energy (zero: lowest compared OMol25 entry of this formula, charge and spin): 85.3 kcal/mol
- Multiplicity: 1
- Gap between HOMO and LUMO (spin up / spin down): 5.84 / 6.94 eV

CARTESIAN COORDINATES (ANGSTROEM)
1 C -1.49 -0.23 0.15
2 C -0.05 -0.71 0.40
3 C 0.36 0.28 -0.69
4 C 0.08 -2.24 0.00
5 N -1.07 0.55 -0.96
6 O 2.79 3.16 0.53
7 O -2.55 -0.16 0.76
8 O 0.36 3.56 0.95
9 S 1.48 2.63 0.95
10 H 0.31 -0.34 1.34
11 H 0.79 -0.14 -1.73
12 H -0.20 -2.45 -1.03
13 H -0.56 -2.89 0.57
14 H 1.23 -2.47 0.12
15 H -1.47 1.45 -1.35

---

# C4H6NOS

An isolated ion of composition C4H6NOS and charge +1 at a distorted geometry (ωB97M-V/def2-TZVPD, OMol25).

Results
- Lowest unoccupied orbital energy (spin up / spin down): -7.8 / -7.8 eV
- Charge: +1
- Relative energy (zero: lowest compared OMol25 entry of this formula, charge and spin): 126.8 kcal/mol
- Multiplicity: 1
- Gap between HOMO and LUMO (spin up / spin down): 6.32 / 6.32 eV

CARTESIAN COORDINATES (ANGSTROEM)
1 C -1.95 0.07 -0.71
2 C 2.12 0.75 0.51
3 C 1.26 -0.18 0.77
4 C 0.57 -0.91 -0.34
5 N -2.97 0.54 -0.15
6 O -3.81 0.83 0.61
7 S -1.17 -1.25 0.03
8 H 2.33 0.98 -0.45
9 H 2.75 1.27 1.36
10 H 0.99 -0.51 1.71
11 H -1.66 0.45 -1.73
12 H 0.50 -0.21 -1.15
13 H 1.05 -1.83 -0.47